# 1
{"formula": "C36H32N2O5", "method": "wB97M-V/def2-TZVPD", "symbols": ["C", "O", "C", "C", "C", "C", "C", "O", "C", "C", "N", "C", "C", "C", "C", "C", "C", "C", "C", "C", "C", "O", "N", "C", "C", "C", "H", "H", "H", "H", "H", "H", "H", "H", "H", "H", "H", "H", "H", "H", "H", "H", "H", "H", "H", "H", "H", "C", "C", "C", "C", "C", "C", "C", "C", "C", "C", "C", "C", "C", "O", "O", "C", "C", "H", "H", "H", "H", "H", "H", "H", "H", "H", "H", "H"], "xyz": [[1.703, 3.150, 0.456], [2.300, 1.968, -0.112], [3.388, 2.052, -0.881], [4.104, 3.225, -1.180], [5.179, 3.157, -2.062], [5.551, 1.952, -2.654], [4.819, 0.778, -2.353], [4.977, -0.414, -2.977], [5.916, -0.520, -4.074], [3.774, 0.829, -1.431], [2.986, -0.350, -1.196], [1.634, -0.460, -1.304], [0.737, 0.549, -1.832], [-0.663, 0.256, -1.547], [-1.376, 0.753, -0.379], [-2.880, 0.827, -0.725], [-3.627, 1.936, -0.338], [-5.016, 1.887, -0.436], [-5.635, 0.767, -1.005], [-4.864, -0.286, -1.505], [-3.468, -0.253, -1.374], [1.152, 1.508, -2.509], [1.322, -1.759, -1.128], [0.009, -2.353, -1.285], [2.465, -2.467, -0.805], [3.491, -1.598, -0.847], [0.932, 2.771, 1.122], [2.443, 3.732, 1.020], [1.251, 3.751, -0.344], [3.790, 4.163, -0.724], [5.732, 4.069, -2.287], [6.384, 1.915, -3.362], [5.799, -1.546, -4.425], [5.669, 0.187, -4.879], [6.945, -0.349, -3.726], [-1.239, 0.092, -2.464], [-1.009, 1.769, -0.118], [-3.110, 2.799, 0.087], [-5.607, 2.722, -0.053], [-6.727, 0.728, -1.071], [-5.336, -1.137, -1.999], [-2.848, -1.068, -1.758], [0.072, -3.409, -0.998], [-0.710, -1.848, -0.625], [-0.342, -2.251, -2.319], [2.441, -3.514, -0.553], [4.537, -1.765, -0.687], [-6.056, 0.580, 3.003], [-5.451, -0.539, 2.422], [-4.081, -0.540, 2.154], [-3.305, 0.591, 2.478], [-1.898, 0.835, 2.014], [-1.295, -0.067, 0.912], [0.120, -0.373, 1.381], [0.477, -1.720, 1.931], [-0.331, -2.875, 1.885], [0.228, -4.121, 2.187], [1.574, -4.224, 2.561], [2.349, -3.068, 2.723], [1.786, -1.828, 2.447], [1.008, 0.463, 1.323], [-1.303, 1.828, 2.426], [-3.903, 1.653, 3.184], [-5.277, 1.672, 3.402], [-7.136, 0.604, 3.148], [-6.056, -1.406, 2.148], [-3.619, -1.409, 1.679], [-1.882, -0.985, 0.815], [-1.388, -2.799, 1.619], [-0.389, -5.021, 2.109], [2.020, -5.205, 2.730], [3.392, -3.122, 3.045], [2.381, -0.923, 2.572], [-3.285, 2.501, 3.483], [-5.727, 2.552, 3.865]], "mulliken_charge": [-0.980, 0.066, 0.697, -1.079, -0.839, -0.777, 1.032, -0.367, -0.968, -0.075, 0.599, 0.286, 0.476, -2.316, 1.492, -0.156, -0.181, -0.610, -0.668, -0.887, -0.363, -0.755, 0.601, -1.024, -0.675, -0.733, 0.052, 0.463, 0.375, 0.383, 0.393, 0.366, 0.256, 0.391, 0.361, 0.754, 0.427, 0.403, 0.421, 0.366, 0.387, 0.335, 0.309, 0.453, 0.383, 0.508, 0.610, -0.355, -0.803, -0.074, 0.298, -0.477, 2.412, -0.239, 0.267, -0.003, -0.921, -0.511, -0.703, -0.575, -0.696, -0.686, -0.743, -0.627, 0.402, 0.367, 0.395, 0.222, 0.432, 0.401, 0.393, 0.400, 0.442, 0.421, 0.369], "mol_weight_g_mol": 572.7, "spin_multiplicity": 1, "total_charge": 0, "gap_ev": 5.2}


# 2
{"formula": "C36H32NO22", "method": "wB97M-V/def2-TZVPD", "symbols": ["C", "C", "C", "O", "O", "C", "C", "N", "C", "H", "H", "H", "H", "H", "H", "H", "H", "H", "H", "H", "H", "C", "C", "C", "O", "C", "C", "C", "O", "O", "O", "H", "H", "H", "H", "C", "C", "C", "O", "C", "C", "C", "O", "O", "O", "H", "H", "H", "H", "C", "C", "C", "O", "C", "C", "C", "O", "O", "O", "H", "H", "H", "H", "C", "C", "C", "O", "C", "C", "C", "O", "O", "O", "H", "H", "H", "H", "C", "C", "C", "O", "C", "C", "C", "O", "O", "O", "H", "H", "H", "H"], "xyz": [[8.502, 3.371, -2.906], [7.236, 4.206, -3.036], [6.714, 4.718, -1.730], [7.345, 4.711, -0.674], [5.478, 5.239, -1.860], [4.395, 4.584, -1.141], [3.941, 3.223, -1.719], [3.887, 2.152, -0.792], [5.172, 1.547, -0.555], [8.365, 2.615, -2.131], [9.365, 3.982, -2.630], [8.723, 2.857, -3.846], [7.408, 5.078, -3.678], [6.427, 3.638, -3.502], [4.661, 4.475, -0.086], [3.577, 5.296, -1.200], [4.571, 3.041, -2.616], [2.925, 3.379, -2.108], [5.324, 1.395, 0.520], [5.269, 0.543, -1.018], [6.060, 2.113, -0.892], [2.015, -1.850, 0.561], [2.471, -0.556, 0.581], [3.132, -0.010, 1.876], [3.452, 1.154, 1.903], [3.296, -0.913, 3.008], [2.859, -2.171, 2.907], [2.197, -2.706, 1.662], [1.883, -3.905, 1.722], [2.943, -3.087, 3.866], [2.365, 0.189, -0.472], [1.544, -2.264, -0.317], [3.755, -0.524, 3.907], [2.544, -3.894, 3.479], [2.918, 1.116, -0.596], [-1.977, 4.607, -0.120], [-0.672, 4.361, -0.359], [0.232, 5.395, -1.025], [1.381, 5.048, -1.168], [-0.326, 6.667, -1.428], [-1.622, 6.893, -1.185], [-2.520, 5.876, -0.506], [-3.677, 6.237, -0.341], [-2.266, 8.005, -1.497], [-0.063, 3.246, -0.051], [-2.630, 3.887, 0.352], [0.321, 7.386, -1.910], [-3.184, 7.864, -1.190], [0.884, 3.309, -0.311], [-3.318, -6.223, 3.395], [-2.101, -6.617, 3.790], [-0.885, -5.718, 3.684], [0.157, -6.203, 4.098], [-1.038, -4.408, 3.123], [-2.258, -3.997, 2.722], [-3.481, -4.893, 2.844], [-4.547, -4.448, 2.464], [-2.483, -2.820, 2.199], [-1.816, -7.801, 4.306], [-4.191, -6.857, 3.465], [-0.156, -3.792, 3.033], [-3.426, -2.700, 1.980], [-0.855, -7.774, 4.490], [-2.300, -3.108, -1.565], [-2.860, -3.592, -2.682], [-2.323, -4.816, -3.405], [-2.947, -5.154, -4.399], [-1.154, -5.478, -2.894], [-0.583, -4.997, -1.774], [-1.138, -3.786, -1.041], [-0.529, -3.490, -0.037], [0.482, -5.494, -1.190], [-3.925, -3.078, -3.273], [-2.671, -2.239, -1.040], [-0.773, -6.339, -3.424], [0.670, -4.942, -0.395], [-4.094, -3.644, -4.053], [-5.580, 0.536, 1.738], [-6.431, 1.479, 1.297], [-7.484, 1.198, 0.236], [-8.204, 2.136, -0.055], [-7.564, -0.121, -0.337], [-6.713, -1.063, 0.102], [-5.677, -0.779, 1.176], [-4.984, -1.734, 1.490], [-6.686, -2.306, -0.330], [-6.451, 2.719, 1.725], [-4.829, 0.726, 2.491], [-8.306, -0.311, -1.098], [-5.984, -2.769, 0.169], [-7.162, 3.172, 1.228]], "mulliken_charge": [-1.171, -0.039, 0.398, -0.612, -0.417, -0.151, -0.852, -0.120, -0.812, 0.283, 0.273, 0.361, 0.349, 0.246, 0.327, 0.090, 0.340, 0.266, 0.234, 0.253, 0.001, -0.760, 0.625, 0.679, -0.567, -1.232, 0.299, 1.151, -0.833, -0.680, -0.647, 0.496, 0.460, 0.355, 0.427, -1.154, 0.292, 0.883, -0.303, -1.314, 0.443, 1.223, -0.686, -0.609, -0.516, 0.588, 0.454, 0.377, 0.275, -1.203, 0.281, 1.279, -0.690, -0.636, 0.420, 0.984, -0.544, -0.498, -0.610, 0.439, 0.311, 0.310, 0.393, -1.348, 0.356, 1.148, -0.671, -1.027, 0.282, 1.041, -0.253, -0.654, -0.611, 0.598, 0.448, 0.358, 0.378, -1.120, 0.348, 1.103, -0.642, -0.988, 0.296, 0.795, -0.514, -0.607, -0.596, 0.509, 0.444, 0.341, 0.375], "mol_weight_g_mol": 830.6, "spin_multiplicity": 1, "total_charge": -1, "gap_ev": 3.1}


# 3
{"formula": "C36H33AsCuN3O3Te", "method": "wB97M-V/def2-TZVPD", "symbols": ["Cu", "C", "O", "C", "C", "C", "C", "C", "C", "N", "N", "C", "C", "C", "C", "O", "C", "N", "C", "C", "C", "C", "H", "H", "H", "H", "H", "H", "H", "H", "H", "H", "H", "H", "O", "As", "C", "C", "C", "C", "C", "C", "C", "C", "C", "C", "C", "C", "C", "C", "C", "C", "C", "C", "H", "H", "H", "H", "H", "H", "H", "H", "H", "H", "H", "H", "H", "H", "H", "C", "Te", "C", "H", "H", "H", "H", "H", "H"], "xyz": [[0.419, -0.335, -0.252], [-7.808, 1.283, 0.171], [-8.046, -0.004, -0.386], [-7.332, -1.043, 0.078], [-6.355, -0.943, 1.071], [-5.663, -2.075, 1.468], [-5.949, -3.305, 0.886], [-6.972, -3.411, -0.061], [-7.639, -2.287, -0.485], [-5.328, -4.530, 1.239], [-4.186, -4.574, 1.701], [-3.184, -3.636, 1.656], [-2.451, -3.412, 2.841], [-1.420, -2.521, 2.896], [-0.978, -1.830, 1.719], [-0.029, -1.030, 1.721], [-1.686, -2.136, 0.455], [-1.212, -1.510, -0.637], [-1.767, -1.771, -1.809], [-2.815, -2.683, -1.955], [-3.310, -3.322, -0.845], [-2.753, -3.036, 0.412], [-8.484, 1.958, -0.345], [-6.777, 1.599, 0.001], [-8.030, 1.293, 1.240], [-6.142, 0.002, 1.547], [-4.929, -1.992, 2.258], [-7.217, -4.387, -0.457], [-8.420, -2.341, -1.231], [-2.763, -3.949, 3.727], [-0.897, -2.324, 3.822], [-1.355, -1.254, -2.666], [-3.220, -2.880, -2.937], [-4.108, -4.044, -0.942], [1.644, 0.885, -1.110], [2.692, 1.952, -0.379], [3.501, 1.181, 1.171], [4.020, 1.993, 2.176], [4.617, 1.411, 3.283], [4.686, 0.027, 3.386], [4.156, -0.778, 2.387], [3.562, -0.203, 1.274], [1.815, 3.556, 0.177], [2.047, 4.758, -0.479], [1.371, 5.900, -0.071], [0.473, 5.835, 0.983], [0.243, 4.630, 1.638], [0.915, 3.487, 1.238], [4.027, 2.415, -1.661], [3.695, 2.337, -3.010], [4.641, 2.678, -3.965], [5.907, 3.092, -3.570], [6.235, 3.164, -2.223], [5.293, 2.824, -1.262], [3.948, 3.073, 2.107], [5.023, 2.034, 4.068], [5.149, -0.425, 4.253], [4.201, -1.855, 2.477], [3.133, -0.831, 0.500], [2.751, 4.809, -1.301], [1.549, 6.840, -0.577], [-0.051, 6.727, 1.300], [-0.455, 4.586, 2.463], [0.743, 2.548, 1.753], [2.709, 2.000, -3.308], [4.393, 2.618, -5.016], [6.644, 3.355, -4.317], [7.224, 3.480, -1.921], [5.553, 2.867, -0.211], [2.819, -4.389, -1.828], [2.104, -2.381, -1.918], [4.027, -1.515, -2.203], [3.545, -4.486, -1.027], [3.263, -4.657, -2.783], [1.971, -5.040, -1.629], [4.466, -1.913, -3.114], [4.665, -1.723, -1.347], [3.890, -0.441, -2.306]], "lowdin_spin": [0.005, 0.000, 0.011, 0.017, 0.000, 0.021, 0.013, 0.014, 0.000, 0.092, 0.131, 0.203, 0.001, 0.130, 0.064, 0.185, 0.049, 0.002, 0.022, -0.006, 0.022, 0.017, 0.000, 0.000, 0.000, -0.001, 0.003, 0.000, 0.000, -0.003, 0.005, 0.001, -0.001, 0.002, 0.000, 0.000, 0.000, 0.000, 0.000, 0.000, 0.000, 0.000, 0.000, 0.000, 0.000, 0.000, 0.000, 0.000, 0.000, 0.000, 0.000, 0.000, 0.000, 0.000, 0.000, 0.000, 0.000, 0.000, 0.000, 0.000, 0.000, 0.000, 0.000, 0.000, 0.000, 0.000, 0.000, 0.000, 0.000, 0.000, 0.001, 0.000, 0.000, 0.000, 0.000, 0.000, 0.000, 0.000], "mol_weight_g_mol": 821.7, "spin_multiplicity": 2, "total_charge": 1, "e_above_lowest_kcal_mol": 8.4, "gap_ev": [6.7, 5.3]}